Record 1
54
Properties=species:S:1:pos:R:3 method="wB97M-V/def2-TZVPD" homo_energy_ev=-10.966 charge=+1 e_lumo_ev=-4.1 orbital_gap_ev=6.85 relative_energy_kj_mol=165.0
Ga 0.27 -0.31 0.04
O 3.01 -0.93 0.01
C 2.35 0.08 0.02
C 2.83 1.46 0.00
C 4.21 1.70 0.00
C 4.69 2.99 0.00
C 3.81 4.06 0.00
C 2.44 3.84 0.00
C 1.94 2.54 0.00
P 0.13 2.28 0.00
C -0.28 3.05 -1.60
C -1.26 3.99 -1.87
C -1.59 4.26 -3.19
C -0.97 3.60 -4.23
C 0.01 2.65 -3.96
C 0.35 2.37 -2.65
C -0.28 3.05 1.60
C 0.35 2.37 2.65
C 0.01 2.65 3.96
C -0.97 3.60 4.23
C -1.59 4.26 3.19
C -1.26 3.99 1.87
H 4.87 0.84 0.00
H 5.75 3.16 0.00
H 4.18 5.07 0.00
H 1.75 4.68 0.00
H -1.77 4.50 -1.08
H -2.36 4.98 -3.41
H -1.25 3.80 -5.25
H 0.50 2.12 -4.76
H 1.10 1.62 -2.43
H 1.10 1.62 2.43
H 0.51 2.12 4.76
H -1.25 3.80 5.25
H -2.36 4.98 3.41
H -1.77 4.51 1.08
N -2.05 -0.01 0.02
H -2.43 -0.95 0.13
H -2.41 0.36 -0.86
H -2.45 0.56 0.77
N -2.15 -9.95 -0.32
C -1.83 -8.85 -0.28
C -1.46 -7.48 -0.23
C -0.13 -7.12 -0.02
C 0.22 -5.79 0.04
C -0.76 -4.80 -0.10
C -2.09 -5.17 -0.32
C -2.44 -6.50 -0.38
C -0.41 -3.43 -0.04
C -0.10 -2.26 0.02
H 0.62 -7.89 0.09
H 1.25 -5.50 0.20
H -2.86 -4.41 -0.44
H -3.47 -6.79 -0.55



Record 2
62
Properties=species:S:1:pos:R:3 method="wB97M-V/def2-TZVPD" homo_energy_ev=-4.152 charge=-1 e_lumo_ev=2.3 orbital_gap_ev=6.47 relative_energy_kj_mol=0.0
Ag -3.28 -15.76 -9.20
Cl 2.97 -15.40 -5.52
C 1.67 -15.47 -6.66
C 1.88 -16.07 -7.91
C 0.88 -16.06 -8.84
C -0.35 -15.37 -8.63
O -1.16 -15.18 -9.59
C -0.59 -14.88 -7.29
C -1.85 -14.39 -6.86
N -2.89 -14.15 -7.62
C -3.99 -13.54 -7.08
C -3.95 -12.66 -5.99
C -5.12 -12.18 -5.41
C -6.36 -12.54 -5.90
C -6.45 -13.29 -7.08
C -7.68 -13.57 -7.70
C -7.67 -14.18 -8.94
C -6.45 -14.51 -9.52
N -5.28 -14.36 -8.91
C -5.25 -13.76 -7.71
C 0.44 -14.93 -6.34
H 2.85 -16.55 -8.10
H 1.03 -16.52 -9.82
H -1.95 -14.26 -5.78
H -2.97 -12.35 -5.60
H -5.06 -11.51 -4.55
H -7.28 -12.20 -5.41
H -8.61 -13.25 -7.22
H -8.61 -14.38 -9.47
H -6.40 -14.90 -10.54
H 0.29 -14.53 -5.34
C -4.45 -16.80 -5.62
C -3.97 -17.92 -6.47
N -3.28 -17.78 -7.56
C -3.01 -18.99 -8.15
C -3.48 -20.07 -7.45
S -4.30 -19.58 -6.05
C -2.38 -19.03 -9.44
C -2.09 -20.16 -10.19
S -1.48 -19.72 -11.72
C -1.63 -18.03 -11.28
N -2.09 -17.85 -10.08
C -1.31 -16.94 -12.21
H -4.24 -15.84 -6.13
H -3.95 -16.81 -4.63
H -5.55 -16.90 -5.47
H -3.39 -21.13 -7.74
H -2.22 -21.20 -9.89
H -0.74 -17.33 -13.07
H -0.76 -16.14 -11.67
H -2.27 -16.48 -12.56
O -6.17 -18.75 -8.47
C -5.97 -18.19 -9.55
C -6.84 -18.43 -10.80
C -6.16 -17.60 -11.87
C -5.05 -16.90 -11.08
O -4.26 -16.08 -11.59
N -5.00 -17.28 -9.80
H -7.87 -18.10 -10.57
H -6.90 -19.51 -11.02
H -6.81 -16.86 -12.36
H -5.71 -18.20 -12.68